The following is a quantum chemistry calculation of C43H48BrCsN8O7S3 as an isolated structure in a non-equilibrium geometry, from the Open Molecules 2025 dataset.

The value obtained for the HOMO energy is -2.3 eV. As for the energy above the lowest of the compared OMol25 structures with the same formula, charge and spin: 13.7 kcal/mol. The total energy is -174726.24202 eV. As for the total charge: -2. As for the HOMO-LUMO gap: 5.838 eV.

CARTESIAN COORDINATES (ANGSTROEM)
Cs1 0.40 0.56 0.46
N1 1.53 2.73 5.22
C1 1.10 3.35 4.05
S1 2.25 4.22 3.11
N2 -0.20 3.32 3.86
N3 -0.49 3.59 2.52
C2 -1.44 4.41 2.29
C3 -2.08 5.27 3.32
C4 -3.47 5.41 3.37
C5 -4.07 6.20 4.34
C6 -3.29 6.87 5.26
C7 -1.91 6.75 5.22
C8 -1.31 5.95 4.26
C9 -1.83 4.61 0.86
C10 -2.33 5.84 0.43
C11 -2.57 6.03 -0.92
C12 -2.31 4.99 -1.80
C13 -1.85 3.80 -1.27
N4 -1.62 3.59 0.02
H1 2.53 2.61 5.24
H2 0.99 1.92 5.46
H3 -4.08 4.87 2.65
H4 -5.15 6.28 4.36
H5 -3.76 7.49 6.02
H6 -1.29 7.27 5.94
H7 -0.23 5.84 4.23
H8 -2.48 6.64 1.14
H9 -2.93 6.99 -1.27
H10 -2.47 5.09 -2.86
H11 -1.65 2.95 -1.92
O1 0.39 -2.60 -0.47
S2 1.90 -2.75 -0.27
C14 2.43 -3.95 -1.53
C15 3.54 -3.34 -2.39
C16 3.93 -1.99 -1.78
C17 2.65 -1.38 -1.21
H12 1.52 -4.17 -2.10
H13 2.74 -4.85 -1.00
H14 3.18 -3.19 -3.41
H15 4.40 -4.01 -2.45
H16 4.35 -1.31 -2.52
H17 4.67 -2.12 -0.99
H18 1.92 -1.11 -1.97
H19 2.84 -0.52 -0.58
C18 -2.52 -4.42 3.98
C19 -1.13 -3.97 3.53
C20 -1.10 -2.57 2.93
N5 -1.51 -2.57 1.53
C21 -2.68 -2.17 1.08
S3 -4.00 -1.70 1.99
N6 -2.78 -2.12 -0.34
C22 -2.39 -3.06 -1.24
O2 -2.26 -2.79 -2.42
C23 -2.23 -4.47 -0.75
C24 -1.22 -5.24 -1.32
C25 -1.04 -6.55 -0.93
C26 -1.88 -7.11 0.03
C27 -2.90 -6.36 0.58
C28 -3.08 -5.04 0.19
H20 -2.49 -5.43 4.39
H21 -3.22 -4.41 3.15
H22 -2.91 -3.75 4.75
H23 -0.75 -4.68 2.78
H24 -0.43 -4.00 4.37
H25 -0.08 -2.18 2.95
H26 -1.75 -1.88 3.47
H27 -0.73 -2.63 0.84
H28 -2.78 -1.17 -0.71
H29 -0.58 -4.78 -2.07
H30 -0.24 -7.14 -1.36
H31 -1.73 -8.13 0.35
H32 -3.56 -6.79 1.32
H33 -3.87 -4.44 0.62
Br1 5.58 -2.92 1.70
C29 5.31 -1.02 1.69
C30 6.39 -0.26 1.25
C31 6.27 1.12 1.19
C32 5.08 1.72 1.58
C33 4.01 0.95 2.00
C34 4.11 -0.45 2.06
C35 2.88 -1.27 2.45
O3 2.98 -2.15 3.30
O4 1.85 -0.94 1.78
H34 7.30 -0.75 0.95
H35 7.10 1.72 0.84
H36 4.96 2.79 1.57
H37 3.10 1.44 2.32
C36 0.64 -1.87 -4.87
C37 0.79 -0.53 -5.58
C38 0.10 0.63 -4.84
C39 0.19 1.91 -5.68
C40 -0.51 3.10 -5.04
C41 -1.36 0.25 -4.68
O5 -2.08 0.07 -5.65
N7 -1.80 0.11 -3.41
C42 -1.08 0.39 -2.25
O6 -1.70 0.28 -1.18
N8 0.21 0.79 -2.31
C43 0.84 0.87 -3.50
O7 2.04 1.13 -3.59
H38 1.21 -2.65 -5.40
H39 -0.40 -2.19 -4.82
H40 1.01 -1.83 -3.85
H41 0.36 -0.58 -6.58
H42 1.84 -0.26 -5.66
H43 -0.24 1.70 -6.66
H44 1.25 2.13 -5.80
H45 -1.58 2.91 -4.89
H46 -0.42 3.99 -5.66
H47 -0.08 3.35 -4.06
H48 -2.74 -0.26 -3.29

Mulliken population analysis, charges in e, atoms 1 to 99:
1. Cs 1.6429
2. N -0.5708
3. C 0.3709
4. S -0.5141
5. N -1.0712
6. N 0.6127
7. C 0.0124
8. C 0.1740
9. C -0.0218
10. C -0.7006
11. C -0.3412
12. C -0.7476
13. C -0.1637
14. C 0.1153
15. C -0.7391
16. C -0.6374
17. C -0.8022
18. C -0.0222
19. N 0.0636
20. H 0.2377
21. H 0.2447
22. H 0.4737
23. H 0.3535
24. H 0.3569
25. H 0.3884
26. H 0.4127
27. H 0.4254
28. H 0.3902
29. H 0.4396
30. H 0.4105
31. O -1.2605
32. S 0.1194
33. C -0.2258
34. C -0.8464
35. C -0.4257
36. C 1.4997
37. H -0.3032
38. H 0.6358
39. H 0.1992
40. H 0.4319
41. H 0.4554
42. H 0.0551
43. H -1.7396
44. H 0.1953
45. C -1.1152
46. C -0.2631
47. C -0.3639
48. N 1.3959
49. C -0.5141
50. S -0.4067
51. N 0.3731
52. C 0.2018
53. O -0.6449
54. C 0.4219
55. C -0.4662
56. C -0.5443
57. C -0.4598
58. C -0.6896
59. C -0.0154
60. H 0.3677
61. H 0.1455
62. H 0.3264
63. H 0.1858
64. H 0.4304
65. H -0.3574
66. H 0.6199
67. H -0.3101
68. H 0.2036
69. H 0.3924
70. H 0.4092
71. H 0.3692
72. H 0.4287
73. H 0.5176
74. Br -0.1405
75. C -0.1796
76. C -0.4546
77. C -0.4813
78. C -0.6645
79. C 0.4352
80. C 0.4269
81. C -0.2261
82. O -0.7214
83. O -0.3636
84. H 0.4133
85. H 0.3608
86. H 0.3964
87. H 0.0808
88. C -0.7031
89. C -1.6797
90. C 2.8541
91. C -1.5843
92. C -1.1433
93. C -0.4201
94. O -0.7560
95. N 0.3952
96. C 1.0716
97. O -1.2989
98. N 0.0904
99. C -0.9388